(1)
Below is a molecular structure, C15H56BNO24 at a distorted geometry, with properties calculated with ωB97M-V/def2-TZVPD.

The geometry in XYZ format:
```
97
Properties=species:S:1:pos:R:3
C -0.9232 2.0445 2.3495
C -2.2382 1.1945 2.3695
C -3.4032 1.7525 1.4645
C -3.0182 1.8085 -0.0685
N -4.0952 2.5495 -0.9445
C -5.3042 1.7655 -1.1175
C -5.1602 0.8805 -2.3965
C -4.0062 1.5275 -3.1845
C -3.5782 2.7575 -2.2445
C -4.4522 3.8415 -0.2895
C -3.4692 4.8825 -0.1025
C -4.0862 6.1625 0.3425
H -0.0152 1.4215 2.6445
H -1.1482 2.7725 3.1625
H -0.6882 2.2965 1.5205
H -2.5972 0.8105 3.3895
H -1.8702 0.1365 2.0755
H -3.5002 2.6685 1.7345
H -4.1472 1.0145 1.7225
H -2.7832 0.7505 -0.4565
H -2.1802 2.3515 -0.0195
H -6.1472 2.3715 -1.2225
H -5.6042 1.2625 -0.1945
H -6.1462 1.0055 -2.8015
H -4.9962 -0.1035 -2.2025
H -4.3362 1.9265 -4.1255
H -3.1592 0.8315 -3.1695
H -3.9972 3.6115 -2.7215
H -2.3912 2.9295 -2.4575
H -4.9732 3.5915 0.5265
H -5.2812 4.2585 -0.8595
H -3.2142 4.9635 -1.0755
H -2.6462 4.6515 0.6565
H -3.3362 6.9235 0.5495
H -4.4822 5.9375 1.3015
H -5.0852 6.5395 -0.1165
O 0.8928 -2.5215 3.0985
C 1.3818 -1.7205 2.3125
O 0.7038 -1.0945 1.5115
B 1.6888 -0.6825 0.4515
O 3.0118 -1.0325 1.0145
C 2.7898 -1.5895 2.0585
O 3.6838 -1.9995 2.7645
O 1.5738 0.7765 0.3395
C 0.9808 1.0085 -0.7745
O 0.8938 2.1955 -1.1655
C 1.1218 -0.1405 -1.5695
O 1.4998 -1.2315 -0.9405
O 0.5258 -0.2145 -2.6155
O 5.9808 -1.0755 3.6275
H 5.6338 -0.5295 4.4455
H 5.1818 -1.6395 3.3915
O 6.0928 -0.9625 0.9045
H 5.4418 -1.3635 0.3005
H 5.8898 -0.9005 1.8355
O -2.0852 -1.8135 4.2325
H -1.0962 -1.6725 4.2575
H -2.2842 -2.1275 3.2475
O -0.2222 -1.0295 -5.3875
H 0.6678 -1.1945 -5.9435
H 0.1438 -1.4375 -4.5405
O 5.2048 0.0255 -1.3845
H 4.5968 -0.5215 -1.1965
H 6.0778 -0.4425 -1.3965
O 2.7288 -4.3805 0.0135
H 2.8808 -5.2525 -0.3905
H 1.8538 -4.0715 -0.3835
O -0.7192 -5.1545 1.4135
H 0.0088 -5.0495 2.1035
H -0.5642 -6.2825 1.3645
O -0.1272 -3.9365 -0.3485
H -0.6632 -3.1935 -0.4325
H -0.2142 -4.3485 0.4395
O 4.6168 -2.5005 -0.2045
H 5.3838 -2.9515 -0.3995
H 3.7978 -3.1455 -0.1445
O 0.1328 -2.7255 -3.2825
H 0.3768 -2.4615 -2.4325
H -0.4642 -3.5405 -3.3975
O 1.0788 -5.3815 3.7095
H 1.1158 -4.3565 3.9935
H 1.4358 -5.9695 4.3845
O 3.5058 -2.1455 -3.1465
H 3.6078 -2.4975 -2.2445
H 3.1788 -2.7965 -3.7175
O 5.2778 -4.9025 1.4815
H 4.6028 -4.2915 1.1795
H 6.0508 -4.3515 1.3485
O 1.0908 4.6785 -1.2665
H 1.8098 4.3955 -1.7665
H 0.9098 3.8095 -0.8675
O 1.0248 1.7785 -3.9005
H 0.8778 0.8185 -3.9885
H 0.7858 1.9725 -2.9415
O 2.7318 2.5045 2.2355
H 2.2118 2.6155 3.0765
H 2.1648 1.9505 1.5955
```

Summary:
- Total charge: 0
- Energy above the lowest of the compared OMol25 structures with the same formula, charge and spin: 237.73 kJ/mol
- Energy: -67764.3891 eV
- Kohn-Sham gap: 0.2705 Eh
- LUMO energy: -1.29 eV
- E_HOMO: -8.7 eV

The net atomic charges from Mulliken, expressed in e, are: -0.507 -0.023 -0.882 -1.164 0.787 -0.943 -0.866 -0.293 -0.832 -2.125 0.258 -1.563 -0.066 0.381 -0.143 0.565 -0.326 0.533 0.290 0.384 0.825 0.642 0.463 0.280 0.468 0.412 0.099 0.651 0.119 1.136 0.641 0.535 0.113 0.372 0.443 0.300 -0.689 0.216 -1.018 1.517 -0.341 1.000 -1.051 -0.230 1.222 -0.798 -0.328 0.928 -0.752 -0.746 0.314 0.552 -0.810 0.322 0.301 -0.638 0.316 0.316 -0.656 0.338 0.323 -0.607 0.243 0.302 -0.579 0.276 0.189 -0.692 0.357 0.399 -0.824 0.194 0.499 -0.618 0.303 0.119 -0.670 0.237 0.275 -0.702 0.376 0.276 -0.613 0.295 0.277 -0.694 0.309 0.336 -0.729 0.298 0.483 -0.768 0.489 0.324 -0.624 0.292 0.402


(2)
Below is 5 unconnected molecules or ions with the total composition C35H61N2O16PS2 at a distorted geometry, with properties calculated with ωB97M-V/def2-TZVPD.

The geometry in XYZ format:
```
117
Properties=species:S:1:pos:R:3
C -5.7230 -0.1253 -3.3620
C -4.4343 -0.8121 -2.8971
O -4.1518 -0.3640 -1.5561
P -2.9625 -1.1006 -0.7566
O -3.4769 -2.1372 0.1410
C -2.1358 0.2546 0.0834
C -1.8749 -0.0174 1.5757
C -1.7529 1.2644 2.3829
C -0.6136 2.2223 1.9405
C 0.6844 1.5099 1.5695
C 1.8166 2.4931 1.2033
C 1.1775 0.5615 2.6584
C 2.3120 -0.3513 2.1376
C -0.3452 3.1641 3.1640
N -1.2622 4.3137 3.0159
C -1.0127 4.5783 1.6119
O -0.6511 5.6566 1.1793
C -1.1786 3.2243 0.8978
C -0.7304 3.0402 -0.5551
C -0.8893 4.2650 -1.4637
C -1.4248 3.9366 -2.8596
S -0.8356 2.4040 -3.6464
C 0.9472 2.6718 -3.8608
S 2.0064 2.4426 -2.6780
N 1.3762 3.0359 -5.1614
C 0.8725 2.1191 -6.1857
C 1.2382 0.6623 -5.8992
C 1.0397 4.4228 -5.4870
C 1.7945 5.4592 -4.6460
O -2.0245 -1.7157 -1.9027
C -0.6195 -1.3949 -1.8937
C -0.3185 -0.1125 -2.6764
H -5.5909 0.2092 -4.3858
H -5.9131 0.7264 -2.7207
H -6.5494 -0.8239 -3.3110
H -3.6234 -0.5550 -3.5697
H -4.5654 -1.8892 -2.8903
H -2.8106 1.1070 0.0030
H -1.2118 0.5660 -0.3954
H -2.7223 -0.5794 1.9595
H -1.0124 -0.6683 1.6721
H -1.5773 0.9686 3.4151
H -2.7143 1.7721 2.3647
H 0.4912 0.8955 0.6850
H 2.4120 2.1322 0.3733
H 1.4340 3.4881 0.9999
H 2.4801 2.6047 2.0587
H 0.3938 -0.0694 3.0592
H 1.5837 1.1205 3.5000
H 3.2882 -0.0471 2.4978
H 2.1284 -1.3951 2.3657
H 2.3610 -0.2863 1.0509
H -0.3790 2.6868 4.1356
H 0.6354 3.6398 3.1224
H -2.2168 4.0321 3.1969
H -2.2645 3.1168 0.8772
H 0.2941 2.6978 -0.6030
H -1.3426 2.2446 -0.9743
H -1.6096 4.9378 -1.0082
H 0.0438 4.8157 -1.5181
H -1.1776 4.7595 -3.5233
H -2.5085 3.8923 -2.8162
H 1.2738 2.3909 -7.1563
H -0.2076 2.1865 -6.2820
H 0.3721 0.0750 -5.6069
H 1.6518 0.1914 -6.7845
H 1.9945 0.5857 -5.1233
H 1.3074 4.5566 -6.5297
H -0.0389 4.6022 -5.4117
H 1.1187 6.2189 -4.2679
H 2.3037 5.0129 -3.7986
H 2.5632 5.9240 -5.2538
H -0.2165 -1.3807 -0.8842
H -0.1454 -2.2304 -2.3967
H 0.2971 0.5997 -2.1334
H -1.2581 0.3929 -2.8903
H 0.1189 -0.3431 -3.6410
O 5.2952 -2.3237 4.2031
C 4.6110 -3.2515 3.9099
O 4.0242 -3.4186 2.7071
C 3.4713 -4.7411 2.6506
C 3.2816 -5.0673 4.1156
O 4.3052 -4.2733 4.7401
H 2.5399 -4.7455 2.0922
H 4.1890 -5.3989 2.1575
H 2.3097 -4.7427 4.4883
H 3.4189 -6.1177 4.3425
O 0.1896 -0.6971 6.3085
C 1.2775 -0.7984 6.7692
O 1.8199 0.0633 7.6650
C 3.0437 -0.5007 8.1510
C 3.4272 -1.4427 7.0299
O 2.1531 -1.7884 6.4722
H 3.7776 0.2809 8.3269
H 2.8438 -1.0225 9.0888
H 4.0281 -0.9606 6.2581
H 3.9460 -2.3323 7.3759
O -1.2107 1.0151 -8.1287
C -2.3104 1.1823 -7.7189
O -3.2603 1.9359 -8.3213
C -4.5001 1.7235 -7.6385
C -4.0383 1.2663 -6.2688
O -2.7809 0.6544 -6.5641
H -5.0807 2.6416 -7.6144
H -5.0651 0.9542 -8.1675
H -3.8697 2.0987 -5.5827
H -4.7096 0.5490 -5.8041
O 1.0040 -7.2301 3.7815
C 1.3170 -8.0676 4.5614
O 2.5978 -8.3911 4.8739
C 2.5765 -9.2687 6.0060
C 1.1882 -9.8690 5.9162
O 0.4510 -8.8317 5.2612
H 3.3718 -10.0049 5.9299
H 2.7190 -8.6769 6.9114
H 1.1593 -10.7654 5.2950
H 0.7505 -10.0904 6.8854
```

Summary:
- Total charge: 0
- Energy: -103984.2790 eV
- Kohn-Sham gap: 0.2870 Eh
- LUMO energy: -0.59 eV
- E_HOMO: -8.4 eV

Mulliken atomic charge list, values in e, 99 entries: -0.993 0.081 -0.308 0.934 -0.821 1.223 -0.804 -1.684 2.027 1.615 -1.892 -0.818 -1.571 -1.311 -0.515 -0.077 -0.547 -0.549 1.407 -1.247 -1.304 0.522 -0.546 -0.128 0.117 -0.829 -1.206 -0.314 -1.154 -0.466 -0.895 0.611 0.238 0.295 0.325 0.022 0.385 0.427 -1.628 0.773 0.086 0.260 0.631 -0.714 0.273 0.480 0.568 0.396 0.607 0.321 0.261 0.372 0.559 0.363 0.398 0.460 -0.419 -0.324 0.519 0.287 0.679 0.548 0.678 0.507 0.170 0.420 0.436 0.631 0.204 0.278 0.282 0.339 0.302 0.459 -0.602 -0.183 0.102 -0.561 0.651 -0.352 -0.353 0.115 -0.348 0.289 0.274 0.251 0.064 -0.547 0.628 -0.333 -0.373 -0.269 -0.236 0.297 0.262 0.245 0.318 -0.516 0.633


(3)
Below is C4H9N3O2 in the gas phase at a distorted geometry, with properties calculated with ωB97M-V/def2-TZVPD.

The geometry in XYZ format:
```
18
Properties=species:S:1:pos:R:3
C 1.4963 1.5191 -0.0673
N 1.3382 0.0717 -0.1302
C 0.2322 -0.6175 1.0668
O -0.0965 0.1683 2.1138
C -0.7961 -0.7570 0.0121
N -2.0842 -0.2332 0.2400
N -0.3307 -1.7521 -1.0058
C -0.0206 -0.3870 -1.2706
O -0.2325 0.3127 -2.2558
H 1.8363 1.8953 -1.0322
H 2.1823 1.8189 0.7286
H 0.5232 1.9660 0.1394
H 2.2288 -0.4132 -0.2087
H 0.7830 -1.5029 1.3728
H -0.8055 0.7688 1.8209
H -2.7248 -0.8902 0.6710
H -2.4708 0.1769 -0.6049
H -1.0587 -2.1444 -1.5901
```

Summary:
- Total charge: 0
- Energy above the lowest of the compared OMol25 structures with the same formula, charge and spin: 364.87 kJ/mol
- Energy: -12856.1459 eV
- Kohn-Sham gap: 0.3107 Eh
- LUMO energy: 0.73 eV
- E_HOMO: -7.7 eV

The net atomic charges from Mulliken, expressed in e, are: -0.814 -0.252 -0.475 -0.544 0.606 -0.543 -0.658 0.549 -0.706 0.313 0.328 0.254 0.288 0.453 0.405 0.222 0.254 0.322